1.
Here is C5H4N2 as an isolated structure from OMol25. Energies are from ωB97M-V/def2-TZVPD.

HOMO = -9.0 eV
LUMO = -0.108 eV
F_max = 0.0110 Eh/bohr
energy above the lowest of the compared OMol25 structures with the same formula, charge and spin = 134.3 kcal/mol
frontier orbital gap = 8.86 eV
DFT total energy = -8223.669 eV

Each line ends with the Löwdin charge.
Atoms and positions in Å:
C1 -2.125 1.469 0.622  0.131
C2 -1.334 0.803 0.007  -0.124
C3 -0.405 -0.039 -0.701  -0.230
C4 0.807 0.434 -1.200  -0.029
C5 1.866 -0.098 -0.556  -0.185
N1 1.557 -0.975 0.524  0.024
N2 0.336 -1.106 0.683  0.047
H1 -2.829 2.078 1.148  0.033
H2 -0.849 -0.863 -1.260  0.134
H3 2.925 0.048 -0.741  0.075
H4 0.067 -1.727 1.450  0.124

2.
Here is C5H4N2 in the gas phase at a distorted geometry from OMol25. Energies are from ωB97M-V/def2-TZVPD.

HOMO = -9.4 eV
LUMO = -0.374 eV
F_max = 0.0201 Eh/bohr
energy above the lowest of the compared OMol25 structures with the same formula, charge and spin = 137.5 kcal/mol
frontier orbital gap = 8.98 eV
DFT total energy = -8223.529 eV

Each line ends with the Löwdin charge.
Atoms and positions in Å:
C1 2.500 -0.385 -0.135  0.044
C2 1.678 -0.982 0.633  -0.190
C3 0.364 -0.613 0.630  -0.333
C4 -0.718 -1.031 -0.259  0.001
C5 -1.216 0.132 -0.704  -0.083
N1 -0.668 1.252 -0.013  0.007
N2 -0.013 0.619 1.094  0.035
H1 0.143 1.529 -0.598  0.142
H2 -0.911 -2.033 -0.612  0.115
H3 -1.887 0.329 -1.530  0.120
H4 0.728 1.183 1.492  0.143

Q: Which value of energy above the lowest of the compared OMol25 structures with the same formula, charge and spin does entry 2 give?
A: 137.5 kcal/mol